(1)
This record from the OMol25 dataset describes a cluster of 2 separate species, C5H13NO2 in total in a non-equilibrium geometry. The level of theory is ωB97M-V with the def2-TZVPD basis set.

Last column: Mulliken charge in e.
Positions of all 21 atoms, in Å:
C1 0.3587 -1.8791 -1.0709  -0.088
N1 -0.3406 -0.6961 -0.7711  0.178
C2 -1.7201 -0.9555 -0.4545  -1.273
C3 0.5135 1.3189 -1.7249  -1.426
C4 0.2902 0.5496 -0.4232  0.340
C5 1.7419 0.4707 0.3411  -1.250
O1 1.5729 -2.0074 -0.9625  -0.597
H1 -0.1239 -2.7280 -1.4574  0.417
H2 -1.9865 -1.2594 0.5014  0.437
H3 -2.3538 -0.0980 -0.5229  0.431
H4 -2.1240 -1.6057 -1.1916  0.397
H5 0.5392 2.4522 -1.5803  0.314
H6 1.5502 1.2741 -2.0479  0.381
H7 -0.0930 0.9728 -2.5634  0.369
H8 -0.3142 0.8524 0.4829  0.344
H9 2.2988 -0.2975 -0.1882  0.388
H10 1.4660 0.5230 1.3756  0.302
H11 2.4683 1.3133 0.0807  0.334
H12 -0.5645 0.7946 3.8805  0.301
H13 -1.8534 0.8190 4.3857  0.313
O2 -1.3258 0.1859 3.9107  -0.612

Atomic forces in eV per Å
C 2.5 2.5 1.0
N 0.7 -3.6 -0.1
C -0.5 1.4 -1.4
C 0.3 2.6 0.4
C 2.1 0.4 1.8
C -0.4 1.3 -2.6
O -0.7 0.0 -0.5
H -1.9 -0.9 -0.4
H 0.3 -1.2 2.1
H 0.0 1.2 -0.6
H -0.3 -0.9 -0.5
H -1.0 -1.3 -0.2
H 0.3 -1.0 0.0
H -0.3 0.4 0.3
H 0.0 1.0 -1.8
H -0.2 -0.8 1.4
H 0.9 -0.9 0.7
H -1.7 -0.1 0.4
H 0.4 -0.9 -0.5
H -1.4 -0.1 0.5
O 1.0 1.0 0.0

* charge: 0
* LUMO energy: 0.57 eV
* DFT total energy: -403.4671 hartree
* HOMO-LUMO gap: 0.3533 Eh

(2)
This record from the OMol25 dataset describes a cluster of 2 separate species, C5H13NO2 in total in a non-equilibrium geometry. The level of theory is ωB97M-V with the def2-TZVPD basis set.

Last column: Mulliken charge in e.
Positions of all 21 atoms, in Å:
C1 0.7973 -0.9845 -0.3073  -0.557
C2 1.3186 -1.4417 -1.6775  -1.160
C3 -0.7246 -0.9169 -0.2809  0.594
N1 -1.3176 -0.2348 0.7318  -0.123
C4 -0.6552 0.4742 1.8213  -0.541
C5 -0.6081 1.9794 1.6412  -0.894
O1 -1.4091 -1.4819 -1.1141  -0.674
H1 1.0280 -1.8005 0.3750  0.279
H2 1.3083 -0.0789 -0.0457  0.490
H3 1.8981 -2.3509 -1.6070  0.312
H4 0.5115 -1.7572 -2.3337  0.324
H5 1.9707 -0.7294 -2.1868  0.280
H6 -2.3211 -0.1611 0.7624  0.252
H7 -1.1921 0.2318 2.7380  0.373
H8 0.3395 0.0825 2.0196  0.306
H9 -0.0851 2.4432 2.4740  0.344
H10 -1.5851 2.4071 1.4200  0.313
H11 -0.0044 2.2586 0.7845  0.169
H12 1.3253 1.4573 -1.4927  0.287
H13 2.1260 2.6414 -1.1254  0.296
O2 1.8570 1.7916 -0.7620  -0.671

Atomic forces in eV per Å
C -0.2 -1.0 -0.9
C -0.1 -0.4 -0.4
C -0.4 0.3 -0.2
N 0.7 0.6 0.9
C -0.1 -0.1 0.3
C 0.5 0.1 -0.6
O 0.0 -0.1 -0.2
H 0.2 0.2 0.5
H -0.1 0.2 0.7
H 0.4 -0.2 0.3
H -0.2 0.4 -0.1
H -0.2 0.2 0.1
H 0.0 -0.4 -0.5
H -0.2 0.0 0.1
H 0.1 -0.1 -0.4
H -0.4 0.2 0.3
H -0.2 0.0 0.5
H 0.2 -0.3 -0.3
H -0.1 -0.3 0.1
H 0.3 0.2 0.3
O 0.0 0.4 -0.5

* charge: 0
* LUMO energy: 0.60 eV
* DFT total energy: -403.5495 hartree
* HOMO-LUMO gap: 0.3683 Eh

(3)
This record from the OMol25 dataset describes a cluster of 2 separate species, C5H13NO2 in total in a non-equilibrium geometry. The level of theory is ωB97M-V with the def2-TZVPD basis set.

Last column: Mulliken charge in e.
Positions of all 21 atoms, in Å:
C1 -0.1704 -0.4443 -2.4146  -0.330
C2 1.2995 0.4623 -2.2432  -1.173
O1 -0.2141 -1.5950 -1.7034  -0.646
H1 -0.6559 -1.4596 -0.7096  0.418
H2 -0.9541 0.2680 -2.1316  0.223
H3 -0.1889 -0.6456 -3.4913  0.384
H4 1.2058 1.1574 -3.0776  0.418
H5 1.4242 1.1380 -1.3995  0.355
H6 2.1308 -0.2053 -2.4678  0.276
C3 -1.8572 0.7907 2.5289  -0.861
C4 1.2499 -0.5196 0.8071  -0.701
N1 -0.5042 0.5717 2.0645  -0.214
C5 -0.1757 -0.3880 1.1804  0.898
O2 -1.0716 -1.0640 0.6330  -0.739
H7 0.2356 1.0802 2.5201  0.232
H8 -2.0151 0.3329 3.5079  0.288
H9 -2.5513 0.3533 1.8133  0.307
H10 -2.0564 1.8606 2.5995  0.310
H11 1.6127 -1.4998 1.1189  0.261
H12 1.3774 -0.4641 -0.3480  -0.042
H13 1.8789 0.2703 1.2133  0.335

Atomic forces in eV per Å
C 2.4 2.4 0.5
C -2.5 -0.7 -1.6
O -1.0 -0.9 2.4
H 1.2 -0.2 -2.6
H -0.1 0.0 -0.2
H -0.1 0.0 0.2
H 0.2 0.0 -0.3
H 0.0 -0.5 0.3
H 0.1 0.1 0.4
C -0.2 0.1 0.0
C 1.0 -0.1 -1.9
N 0.2 -0.1 0.2
C -1.2 0.3 -0.6
O 0.4 0.3 0.8
H 0.0 -0.1 -0.1
H 0.0 0.0 -0.1
H 0.1 0.0 0.1
H 0.0 0.0 0.0
H 0.0 0.1 0.0
H -0.5 -0.4 2.4
H 0.0 0.0 0.2

* charge: 0
* LUMO energy: 0.65 eV
* DFT total energy: -403.5135 hartree
* HOMO-LUMO gap: 0.3429 Eh

(4)
This record from the OMol25 dataset describes a cluster of 2 separate species, C5H13NO2 in total in a non-equilibrium geometry. The level of theory is ωB97M-V with the def2-TZVPD basis set.

Last column: Mulliken charge in e.
Positions of all 21 atoms, in Å:
C1 -1.1881 0.0951 -0.3269  -0.261
C2 0.8090 -0.4284 -1.4547  0.216
C3 -1.5528 0.6122 1.0705  -0.340
C4 2.2288 -0.8466 -1.5392  -1.173
C5 -1.3342 -0.4370 2.1576  -1.247
N1 0.2346 -0.2212 -0.3418  -0.495
O1 -1.9624 -1.0097 -0.7131  -0.524
O2 1.7663 2.0644 -0.3817  -0.684
H1 -1.7911 -1.7234 -0.0870  0.362
H2 2.3620 2.4590 0.2552  0.286
H3 1.1489 1.2621 -0.0501  0.409
H4 -1.3954 0.8678 -1.0822  0.455
H5 0.3035 -0.2029 -2.4005  0.380
H6 -2.5977 0.9266 1.0529  0.296
H7 -0.9418 1.4941 1.2722  0.351
H8 2.3326 -1.6871 -2.2276  0.411
H9 2.8132 -0.0201 -1.9370  0.287
H10 2.6163 -1.1122 -0.5629  0.266
H11 -0.3301 -0.8514 2.0844  0.324
H12 -2.0560 -1.2492 2.0697  0.318
H13 -1.4659 0.0079 3.1424  0.364

Atomic forces in eV per Å
C -0.1 0.8 0.0
C -0.3 0.4 0.1
C 0.0 -0.2 -0.3
C 0.0 0.0 -0.1
C 0.0 0.1 -0.1
N 0.2 -0.8 0.0
O 0.0 -0.3 0.0
O -1.8 -1.8 -0.1
H 0.0 0.0 0.0
H -0.3 -0.4 0.5
H 2.4 2.5 -0.2
H -0.1 -0.1 0.1
H -0.2 -0.3 0.0
H 0.0 0.1 0.0
H 0.0 0.0 0.0
H 0.0 0.0 0.0
H 0.1 0.1 -0.1
H 0.0 0.0 0.1
H 0.0 0.0 0.1
H 0.0 -0.1 0.0
H 0.0 -0.1 0.0

* charge: 0
* LUMO energy: 0.94 eV
* DFT total energy: -403.5157 hartree
* HOMO-LUMO gap: 0.3983 Eh

(5)
This record from the OMol25 dataset describes a cluster of 3 separate species, C5H13NO2 in total in a non-equilibrium geometry. The level of theory is ωB97M-V with the def2-TZVPD basis set.

Last column: Mulliken charge in e.
Positions of all 21 atoms, in Å:
C1 0.0321 1.9225 -2.1096  -0.758
N1 -0.7489 0.7509 -1.7468  -0.302
C2 -1.2560 -1.5576 1.3896  -1.127
C3 -0.7116 -0.8434 0.2364  0.242
C4 -0.9356 0.6206 -0.4317  0.035
C5 0.1340 0.4550 0.5750  -0.266
O1 1.3966 0.3880 0.2096  -0.475
H1 0.4962 1.7683 -3.0835  0.261
H2 0.7771 2.1377 -1.3359  0.325
H3 -0.6671 2.7549 -2.0528  0.335
H4 -0.3694 -1.8073 -3.5431  0.063
H5 -0.4021 -1.5573 2.1240  0.282
H6 -1.4263 -2.6012 1.1270  0.343
H7 -2.1293 -1.0724 1.8308  0.309
H8 -0.6472 -1.1336 -3.6908  -0.067
H9 -0.3132 -1.4028 -0.5869  0.340
H10 -1.8807 0.8558 0.0666  0.431
H11 -0.1079 0.9404 1.5102  0.397
H12 1.8331 -0.2042 0.9682  0.441
H13 2.3614 -1.1823 2.7796  0.162
O2 1.5875 -1.0162 2.2240  -0.971

Atomic forces in eV per Å
C 0.8 -1.3 0.8
N -1.3 0.8 0.2
C -0.2 -0.3 0.2
C 0.5 0.3 0.0
C 0.8 -0.1 0.3
C -0.3 1.5 -0.8
O 0.1 0.2 -1.1
H -0.2 0.4 0.0
H 0.3 0.0 -0.2
H -0.2 0.2 -0.5
H 0.0 0.0 -0.1
H -0.2 0.1 -0.3
H -0.4 0.1 0.1
H 0.1 -0.2 0.1
H 0.0 -0.1 0.0
H 0.6 -0.4 0.0
H -0.4 -0.2 -0.4
H 0.1 -0.7 0.8
H -0.2 -0.6 1.6
H -0.3 0.1 -0.2
O 0.5 0.4 -0.6

* charge: 0
* LUMO energy: -3.12 eV
* DFT total energy: -403.2491 hartree
* HOMO-LUMO gap: 0.1799 Eh

(6)
This record from the OMol25 dataset describes an isolated molecule of C5H13NO2 in a non-equilibrium geometry. The level of theory is ωB97M-V with the def2-TZVPD basis set.

Last column: Mulliken charge in e.
Positions of all 21 atoms, in Å:
C1 -0.7797 0.3484 -0.0158  1.421
C2 2.1265 0.1955 0.4975  -0.719
C3 0.6858 -1.0529 -1.4659  -0.931
C4 -0.7766 1.1257 1.2956  -1.812
C5 -1.8680 -0.7187 -0.0235  -1.721
N1 0.5657 -0.3160 -0.2082  0.353
O1 0.8547 -1.1983 0.9037  -0.676
O2 -1.0059 1.2089 -1.1201  -0.593
H1 -0.4586 1.9964 -1.0146  0.359
H2 2.4900 0.6739 -0.4156  0.303
H3 1.8514 0.9297 1.2406  0.323
H4 2.8784 -0.4999 0.8634  0.286
H5 0.1010 -1.9732 -1.4029  0.308
H6 1.7300 -1.3268 -1.6131  0.323
H7 0.3454 -0.4331 -2.2940  0.365
H8 -1.5602 -1.5401 0.6235  0.367
H9 -1.7731 1.5280 1.4739  0.421
H10 -0.4896 0.4680 2.1138  0.374
H11 -0.0797 1.9664 1.2528  0.417
H12 -2.0356 -1.0857 -1.0347  0.399
H13 -2.8020 -0.2964 0.3436  0.429

Atomic forces in eV per Å
C 0.2 0.1 0.0
C -0.9 0.8 -1.4
C 0.0 0.1 0.0
C 0.1 -0.1 -0.1
C 0.2 0.1 0.0
N 1.6 -0.1 1.2
O -1.0 -0.8 0.2
O 0.0 -0.1 0.1
H 0.0 0.0 0.0
H 0.2 0.3 0.0
H 0.0 -0.1 0.0
H -0.4 -0.2 -0.1
H 0.0 0.1 0.1
H 0.0 0.0 0.1
H 0.0 0.0 0.0
H 0.0 0.0 0.0
H 0.0 0.0 0.0
H 0.0 0.0 0.0
H 0.0 0.0 0.0
H 0.0 0.0 0.0
H 0.0 0.0 0.0

* charge: 0
* LUMO energy: 0.69 eV
* DFT total energy: -403.3665 hartree
* HOMO-LUMO gap: 0.3040 Eh